Entry 1:
Entry from OMol25: a structure of composition C28H25Cl2N7O2Pt (ωB97M-V/def2-TZVPD).

## Properties
Spin multiplicity: 5
Gap between HOMO and LUMO (spin up / spin down) in hartree: 0.2751 / 0.1992
<S²>: 6.063
HOMO level (spin up / spin down) in eV: -6.945 / -6.935
LUMO (spin up / spin down) in eV: 0.542 / -1.516
DFT total energy in Eh: -2655.34981

Each line ends with the Löwdin spin population.
Cartesian coordinates (Å):
H: -2.3450 2.5602 -3.7856  0.000
C: -2.4046 1.5946 -3.3153  -0.001
N: -1.3421 1.0898 -2.6501  0.006
C: 1.5633 3.1760 -3.5644  0.004
C: 1.7809 -2.3510 -2.5239  0.007
N: 1.5801 -0.4283 1.9967  0.008
C: -0.0766 1.7371 -2.4995  0.004
C: -2.4336 -2.6502 2.7012  0.141
C: 2.1840 3.2996 -2.3238  0.000
C: 0.9247 1.3499 3.4582  -0.001
N: 1.0719 -1.4355 1.2653  0.100
H: 2.9320 4.5134 -4.5431  0.000
H: -0.5126 4.3299 2.8764  0.000
C: 0.4262 2.6093 3.7479  0.006
C: 2.0963 3.8610 -4.7932  0.001
H: -4.4263 0.7827 -3.6122  0.001
O: 0.0912 -3.2175 -1.0355  0.109
C: 1.7188 2.6291 -1.2100  0.007
H: -0.3485 2.6603 5.7575  0.000
C: 1.0351 -3.5205 -1.8485  0.008
H: -3.3736 -1.2583 -2.0871  0.001
C: -2.9722 -3.7027 3.4009  -0.017
C: -3.4350 0.6919 -3.2071  0.002
H: 1.3251 0.7408 4.2598  0.000
C: -2.9779 -3.7506 0.6035  0.147
H: 3.0714 3.9155 -2.2331  0.000
H: 1.5944 -3.4200 0.9787  0.000
H: 2.8228 -2.6439 -2.6557  0.004
H: 1.3838 2.9533 5.6493  0.000
C: 2.8421 -2.1889 2.4064  0.003
H: 1.3469 -2.2221 -3.5167  0.000
N: 0.1845 1.0421 -0.1819  0.109
H: 2.3371 -0.9936 -1.0572  0.002
H: 1.7478 -0.2739 -2.4005  0.002
C: -2.9111 -0.3504 -2.4328  0.002
H: -3.9330 -5.6136 3.2486  0.009
N: -1.6529 -0.1004 -2.1078  0.088
Cl: -1.7413 -1.3119 3.5420  0.039
C: 0.4283 3.1365 5.1558  0.001
H: 1.3303 4.4715 -5.2742  0.000
N: -1.7940 -1.6483 0.6455  1.120
O: 1.3855 -4.6498 -2.1518  0.008
C: 1.8194 -2.5021 1.4992  0.003
H: 3.1996 -0.1848 3.3345  0.001
C: -0.1654 2.8144 1.4189  0.008
C: 0.3341 1.5416 1.1005  0.005
C: -3.5109 -4.7814 2.7026  0.145
H: -0.0894 2.2499 -4.5677  0.000
H: 2.2443 2.7230 -0.2677  0.000
C: -2.3954 -2.6386 1.2749  0.127
N: 1.6477 -1.0817 -1.7958  0.097
C: 0.4298 2.3785 -3.6244  -0.001
H: 0.2448 4.2104 5.1716  0.000
H: -3.9432 -5.6349 0.7733  -0.002
H: 2.4499 3.1383 -5.5311  0.000
C: 0.5781 1.8039 -1.2478  0.009
H: 3.6137 -2.8364 2.7814  0.001
Cl: -3.0390 -3.7729 -1.1121  0.037
C: 2.6539 -0.8590 2.6986  0.002
C: 0.9195 0.8310 2.1659  0.005
H: -2.9670 -3.6819 4.4813  -0.002
C: -3.5180 -4.8016 1.3141  -0.018
H: -0.6203 3.3840 0.6179  0.000
Pt: -0.3030 -1.0548 -0.5626  1.664
C: -0.1072 3.3421 2.6915  0.000

Forces on atoms 1 to 3 (eV/Å):
0.0 0.0 0.0
0.0 0.0 0.0
-0.1 0.0 0.1

---

Entry 2:
Entry from OMol25: a structure of composition C34H34N7O6S2W (ωB97M-V/def2-TZVPD).

## Properties
Spin multiplicity: 3
Gap between HOMO and LUMO (spin up / spin down) in hartree: 0.2679 / 0.2735
<S²>: 2.012
Charge: +1
HOMO level (spin up / spin down) in eV: -10.349 / -10.821
LUMO (spin up / spin down) in eV: -3.057 / -3.380
DFT total energy in Eh: -3014.16692

Each line ends with the Löwdin spin population.
Cartesian coordinates (Å):
H: 3.7120 -2.7022 3.8291  0.000
H: 3.6205 -3.4448 0.5759  0.000
H: -3.9648 2.3135 -0.4778  0.000
H: 1.8252 -2.5877 5.4165  0.000
C: 2.8063 2.3134 -1.2731  0.011
C: -2.6561 1.2212 2.4498  0.001
H: 1.0970 -5.0286 -2.6502  0.000
H: 1.5002 -4.3171 -5.0232  0.001
N: 0.9623 -2.0529 0.2286  0.018
C: 2.3306 4.6718 -1.3449  0.008
H: -2.7674 -1.5114 0.1230  0.000
C: 1.5813 0.1713 -3.5925  0.008
C: 0.1119 -2.1888 2.5186  0.000
C: -2.7049 1.7115 1.1505  0.000
C: 3.7256 1.1819 -0.8979  0.003
O: -1.5119 1.7439 -1.1112  0.007
C: 1.1655 -3.9871 -2.9325  -0.005
S: -1.2331 2.1083 0.2624  0.005
H: -6.1935 0.5842 4.1381  0.000
H: -1.4630 -1.0553 1.5939  0.000
C: 1.6453 -2.4853 4.3538  -0.001
C: -3.4937 -1.1007 -1.7550  0.000
O: 1.9707 0.7358 -4.5831  0.024
H: 3.9419 3.7969 -0.2297  0.000
C: 1.5296 -2.2280 -4.5484  -0.006
H: -0.4788 -2.2990 4.5742  0.000
H: -7.0962 1.0917 2.7987  0.000
O: -1.7034 -0.6203 -3.2385  0.017
H: -6.0607 1.7487 0.7016  0.000
H: -4.3933 -1.8589 0.0026  0.000
S: 1.0367 2.6821 2.7018  0.002
H: 3.2074 0.2460 -0.6840  0.002
H: 2.5592 5.6820 -1.0303  0.000
C: 1.0433 -3.0118 -1.9625  0.016
H: -1.7014 1.0696 2.9427  0.000
C: 0.9090 1.3581 1.6140  0.009
H: -1.4784 -2.8082 1.2249  0.000
H: 0.7130 5.2819 -2.6079  0.000
C: 0.9109 -3.2340 -0.4821  0.010
H: 4.5949 -2.4488 1.6541  0.000
N: 1.1349 -1.7294 -2.2882  -0.001
H: -3.7756 0.5113 4.1253  0.000
H: 3.6065 -1.6927 0.4009  0.000
C: 2.7037 -2.5490 3.4616  0.001
H: -3.8411 -2.0209 -2.2174  0.000
C: 1.3862 -1.3165 -3.5235  0.019
H: 0.2944 2.6922 -4.6101  0.000
C: 2.4946 -2.4208 2.0946  0.001
N: 1.9541 0.5828 1.5606  0.025
H: -2.0159 -2.2181 2.8085  0.000
H: -4.0832 -0.2682 -2.1299  0.000
H: -0.7595 3.8132 -3.7388  0.000
H: 3.8518 0.4691 2.5107  0.000
O: 0.8258 -4.3507 -0.0189  0.027
C: 1.3975 -3.5768 -4.2401  0.019
C: 0.9524 3.1597 -2.6344  0.006
C: -2.0244 -0.8745 -2.1133  0.013
C: 1.7043 2.1042 -2.1087  0.010
H: 4.3048 1.4283 -0.0103  0.000
C: 2.9259 1.0197 2.4303  0.003
H: -0.7750 2.0875 -3.3483  0.000
H: 3.1981 2.6367 3.8816  0.000
H: -3.8616 -0.2877 0.1636  0.000
O: -0.8207 3.4400 0.5731  0.002
C: -3.9331 1.9060 0.5276  0.000
C: -1.2982 -2.0583 2.0034  0.001
N: -0.1324 1.0157 0.7565  0.030
C: -3.8226 0.8985 3.1145  0.000
C: -5.0715 1.0747 2.4985  0.000
N: -6.2276 0.7189 3.1418  0.000
N: 1.3203 0.7445 -2.3624  0.018
C: -0.1393 2.9235 -3.6362  0.001
H: 1.7506 -1.8785 -5.5473  -0.001
C: 3.6415 -2.5025 1.1298  0.000
C: 3.0981 3.6148 -0.8847  0.000
C: -5.1062 1.5799 1.1870  0.000
C: 1.2867 4.4456 -2.2272  0.000
O: -1.2532 -0.9440 -1.0576  0.036
H: 4.4193 0.9733 -1.7164  0.000
C: 2.6052 2.1201 3.1446  0.001
C: 1.1899 -2.2169 1.6386  0.008
N: -3.6600 -1.2052 -0.2678  0.001
C: 0.3551 -2.3149 3.8814  0.000
W: 0.5996 -0.2774 -0.7832  1.646

Forces on atoms 1 to 3 (eV/Å):
0.0 0.0 0.0
0.0 0.0 0.0
0.0 0.0 0.1

---

Entry 3:
Entry from OMol25: a structure of composition C9H19N3OS at a distorted geometry (ωB97M-V/def2-TZVPD).

## Properties
Spin multiplicity: 1
Gap between HOMO and LUMO in hartree: 0.3164
HOMO level in eV: -8.141
LUMO in eV: 0.469
DFT total energy in Eh: -991.83538

Each line ends with the Mulliken charge.
Cartesian coordinates (Å):
C: 0.8795 -4.5005 -2.4162  -0.979
H: -1.0693 1.2237 -0.2483  0.102
C: 0.6242 2.6186 1.5036  -0.512
N: 0.4724 0.0627 -2.0237  -0.189
C: 0.8939 0.7421 -0.8216  -1.155
C: 0.0458 -1.2267 -2.2406  0.225
H: -0.9354 3.8542 0.8399  0.261
C: -1.6610 1.9946 2.7288  -0.492
H: 1.7119 -4.8881 -1.7927  0.332
H: 1.5183 2.5889 2.1359  0.299
C: -0.2892 3.6794 1.7940  -0.516
H: -2.1391 2.0910 1.7618  0.364
N: 0.3310 -2.2227 -1.3086  -0.195
H: 0.8940 3.0314 0.4725  0.152
H: 1.3250 -4.0589 -3.3490  0.272
H: 0.0448 0.6986 -2.7865  0.278
S: -0.8324 -1.3982 -3.5397  -0.474
C: -0.1825 0.7082 0.2472  -0.042
H: -0.0214 -4.0465 -0.5471  0.291
H: -0.6136 -0.2897 0.0025  0.448
C: -0.6469 0.8389 2.5753  -0.560
H: 0.1195 4.6392 1.9932  0.397
O: -1.0231 3.1819 2.9386  -0.402
C: -0.0025 -3.6585 -1.6143  -0.662
N: 0.1857 1.1937 1.4849  0.108
H: -2.2896 1.8177 3.7582  0.262
H: 1.0601 1.8122 -1.2170  0.371
H: 0.4008 -5.5277 -2.6531  0.285
H: -1.1509 -0.1917 2.1798  0.327
H: 0.1627 0.6288 3.3813  0.296
H: -1.1277 -3.5603 -1.9402  0.446
H: 1.7884 0.3910 -0.4905  0.336
H: 1.5267 -2.2272 -0.8086  0.326

Forces on atoms 1 to 3 (eV/Å):
1.5 -2.6 -1.5
0.5 0.4 0.4
3.5 -1.0 -2.7

---

Entry 4:
Entry from OMol25: the ion C8H15N2 with charge +1 at a distorted geometry (ωB97M-V/def2-TZVPD).

## Properties
Spin multiplicity: 3
Gap between HOMO and LUMO (spin up / spin down) in hartree: 0.2597 / 0.2756
<S²>: 2.013
Charge: +1
HOMO level (spin up / spin down) in eV: -10.272 / -13.213
LUMO (spin up / spin down) in eV: -3.206 / -5.714
DFT total energy in Eh: -422.86532

Each line ends with the Löwdin spin population.
Cartesian coordinates (Å):
H: 0.6157 -2.3061 1.5322  0.004
C: -0.1945 0.8305 -1.1040  0.019
H: 2.3032 1.2040 1.3037  0.001
H: -2.2170 -2.6199 0.3224  0.017
C: 0.1853 -0.5526 0.9131  0.686
H: -1.4270 0.3542 1.9967  0.014
H: 1.3450 -2.1085 -0.0946  0.010
C: 1.1756 -1.6705 0.9440  0.085
C: -0.4079 -0.1137 2.2015  0.085
H: 1.4872 2.3882 0.2796  0.003
H: 2.5401 1.0774 -0.3435  0.001
H: -0.6127 -1.0498 2.6979  0.002
H: 2.0710 -1.3694 1.4598  0.030
H: 0.6403 2.6980 -1.5998  0.000
H: 0.3026 0.4475 2.7715  0.029
C: -1.3831 -1.1068 -0.6512  0.682
N: -1.1307 -0.0161 -1.4540  0.109
N: 0.5009 0.5836 -0.0018  0.060
H: -2.9701 -2.0601 -1.2964  0.028
H: -1.8110 0.1195 -2.2183  0.022
C: -2.2660 -2.0325 -0.5435  0.084
H: -0.9528 2.2537 -2.2835  0.002
H: 0.4013 1.7440 -3.0817  0.000
C: 0.0912 1.9234 -2.0792  0.001
C: 1.7132 1.3819 0.3288  0.024

Forces on atoms 1 to 3 (eV/Å):
-0.4 -2.3 1.3
2.4 -0.2 -0.4
-2.1 -0.2 -0.9

---

Result set for relative energy (zero: lowest compared OMol25 entry of this formula, charge and spin): 0.0000, 0.3241, 3.2530, 2.4469 eV, one per record in the order listed.